No. 1
Entry from the OMol25 dataset: a single C6H13NO molecule (wB97M-V/def2-TZVPD).

```
21
Properties=species:S:1:pos:R:3:forces:R:3:nbo_charge:R:1
C -2.16903 1.26070 0.37274 2.3 -0.3 0.7 -0.45
N -0.55323 1.05452 0.54387 -6.9 1.6 0.8 -0.64
C -0.07814 -0.11688 -0.09760 2.9 2.4 -0.1 0.05
C -0.25463 -1.40100 0.69453 0.1 0.5 0.0 -0.63
C -0.47810 -0.27957 -1.56540 0.4 0.1 0.4 -0.64
C 1.44320 0.56123 0.11684 1.3 -2.5 -2.6 0.65
C 2.50701 -0.45868 0.44039 0.4 0.4 0.8 -0.73
O 1.78289 1.67658 -0.21006 -1.1 -0.5 0.4 -0.56
H -2.68566 0.35913 0.69709 0.0 0.1 0.0 0.19
H -2.41655 2.09841 1.02343 -0.1 -0.2 0.1 0.21
H -2.46438 1.52805 -0.64926 0.2 -0.2 0.1 0.18
H -0.29248 1.94095 0.11137 0.9 -0.7 -0.1 0.38
H 0.38687 -2.18611 0.29946 -0.1 -0.1 -0.1 0.22
H -0.00991 -1.26144 1.74418 0.0 0.1 0.1 0.22
H -1.29148 -1.72135 0.63133 -0.1 -0.1 0.0 0.22
H -1.51042 -0.61854 -1.62698 0.0 -0.3 0.0 0.21
H 0.19110 -1.00184 -2.03422 -0.2 0.0 -0.3 0.21
H -0.44188 0.67680 -2.08267 0.3 0.0 -0.1 0.22
H 3.48798 0.00325 0.36200 0.0 0.1 0.0 0.23
H 2.47485 -1.30975 -0.23499 -0.3 -0.1 0.0 0.23
H 2.37199 -0.80444 1.46397 0.0 -0.3 0.0 0.23
```
Forces are in eV/Å.

Summary:
* net charge: 0
* frontier orbital gap: 9.66 eV
* ΔE to the lowest compared entry with this formula, charge and spin: 2.3094 eV
* SMILES: CNC(C)(C)C(C)=O
* 2S+1: 1
* E_HOMO: -8.8 eV



No. 2
Entry from the OMol25 dataset: a single C3H6N4 molecule (wB97M-V/def2-TZVPD).

```
13
Properties=species:S:1:pos:R:3:forces:R:3:nbo_charge:R:1
C -0.33638 -1.24128 -0.77489 0.1 0.5 2.2 0.32
C -0.26561 -1.82997 -2.07105 -0.5 0.8 -3.0 -0.74
C 0.23149 1.82300 2.08575 1.3 -0.9 1.2 -0.43
N 0.12394 1.09399 -0.13058 0.0 1.2 -1.6 -0.22
N 0.00506 -1.31592 0.39132 -0.8 1.4 -0.1 -0.12
N 0.16304 -0.59030 1.40826 0.7 -1.5 2.3 -0.29
N 0.26217 0.86475 1.01660 -1.1 -1.6 -2.8 0.02
H 0.55177 -2.61040 -2.13001 -1.1 0.9 -0.3 0.25
H -1.26480 -2.05003 -2.66909 1.8 -0.3 1.9 0.25
H -0.02760 -0.90152 -2.67303 0.6 -1.0 0.2 0.28
H -0.70871 2.26506 2.21217 -1.5 0.2 0.0 0.23
H 0.58288 1.33397 2.96447 -0.3 -0.6 0.9 0.23
H 0.93503 2.59785 1.97475 0.9 0.9 -1.0 0.22
```
Forces are in eV/Å.

Summary:
* net charge: 0
* frontier orbital gap: 8.66 eV
* ΔE to the lowest compared entry with this formula, charge and spin: 6.2211 eV
* 2S+1: 1
* E_HOMO: -8.1 eV



No. 3
Entry from the OMol25 dataset: C7H16OP as an isolated structure (wB97M-V/def2-TZVPD).

```
25
Properties=species:S:1:pos:R:3:forces:R:3:nbo_charge:R:1
C 1.71993 -0.29443 0.57163 -0.4 1.1 3.2 0.39
C 3.00541 0.31207 0.67944 0.2 1.1 -0.7 -0.89
C -1.18868 -1.70564 1.30333 4.3 0.6 0.0 -0.61
C 1.18051 -0.56463 -1.61393 -1.5 2.7 -0.5 -0.24
C -2.10326 1.96352 -0.55678 2.4 -1.0 -1.2 -0.94
C -1.37803 -0.18364 1.39055 2.6 -1.6 -1.3 -0.76
C -0.34520 -0.42805 -1.48181 0.2 -0.5 -0.1 -0.80
O 0.45823 1.47109 0.28999 1.3 -1.3 -0.5 -1.02
P -0.81440 0.70345 -0.08754 1.0 1.4 0.9 1.89
H 3.55930 0.39996 -0.27531 0.0 0.1 0.6 0.26
H 3.61748 -0.10716 1.49608 -0.4 0.1 -0.2 0.31
H 2.57360 1.31333 0.94102 1.0 -0.1 0.2 0.35
H -1.70274 -2.25569 0.59903 -1.6 -0.6 -1.7 0.21
H -0.06241 -2.06625 1.13300 -2.2 1.3 0.3 0.22
H -1.39265 -2.13154 2.21684 -0.7 -0.9 2.2 0.24
H 1.54991 -1.45949 -2.03032 0.4 -1.1 -0.5 0.25
H 1.62120 0.35921 -1.99259 0.3 -0.3 0.0 0.24
H 1.57811 -0.67665 -0.50727 -0.7 -1.2 -2.1 0.03
H -2.92727 1.69962 0.00454 -1.9 0.1 1.4 0.25
H -2.38244 1.78507 -1.58237 -0.1 0.1 -0.5 0.25
H -1.71768 2.98609 -0.45548 -0.2 -0.5 0.3 0.29
H -1.00587 0.26082 2.31442 0.6 0.0 -0.4 0.28
H -2.34376 0.07460 1.38581 -4.2 0.4 0.3 0.23
H -0.67973 -1.45690 -1.35488 -0.7 0.2 0.1 0.27
H -0.81956 0.00123 -2.38741 0.5 -0.3 0.3 0.29
```
Forces are in eV/Å.

Summary:
* net charge: +1
* frontier orbital gap: 8.82 eV
* ΔE to the lowest compared entry with this formula, charge and spin: 4.7619 eV
* 2S+1: 1
* E_HOMO: -13.6 eV



No. 4
Entry from the OMol25 dataset: C25H21Cl6N5O8STi as an isolated structure (wB97M-V/def2-TZVPD).

```
67
Properties=species:S:1:pos:R:3:forces:R:3:nbo_charge:R:1
Ti 0.77331 0.55567 -0.84497 0.0 0.0 0.1 1.62
Cl -0.58694 -1.26300 6.08878 0.0 0.0 0.0 0.09
C -0.14540 -1.10770 4.44148 0.0 0.0 0.0 -0.09
C -0.52442 0.02388 3.72211 0.0 0.0 0.0 -0.06
Cl -1.41367 1.28434 4.46774 0.0 0.0 0.0 0.09
C -0.17048 0.12468 2.38591 0.0 0.0 0.0 -0.13
Cl -0.60957 1.49700 1.42943 -0.1 0.0 0.1 0.15
C 0.56022 -0.86882 1.73979 0.0 0.0 0.0 0.34
O 0.85642 -0.76314 0.44856 -0.1 0.1 -0.1 -0.70
C 0.95337 -1.98625 2.47501 0.0 0.0 0.0 -0.13
Cl 1.88862 -3.18812 1.67519 0.0 0.0 0.0 0.06
C 0.59188 -2.11208 3.81148 0.0 0.0 0.0 -0.06
Cl 1.04346 -3.51820 4.68286 0.0 0.0 0.0 0.08
O 5.55764 5.02540 1.65474 0.0 0.0 0.0 -0.72
C 5.52723 3.85168 2.04742 0.0 0.0 -0.1 0.73
O 6.21591 3.20589 2.84922 0.0 0.0 0.0 -0.72
C 4.38925 3.01052 1.39213 0.0 0.0 0.0 0.00
C 4.21268 1.67371 1.72318 0.0 0.0 0.0 -0.22
C 3.19478 0.94695 1.13864 0.0 0.0 0.0 0.05
N 2.35049 1.50140 0.25855 0.0 0.0 -0.1 -0.53
C 2.53464 2.79417 -0.07869 0.0 0.0 0.0 0.06
C 3.52966 3.57563 0.44983 0.0 0.0 0.0 -0.17
C 1.57735 3.24072 -1.13290 0.1 0.0 0.1 0.78
O 1.71374 4.20698 -1.83605 0.0 0.0 0.0 -0.56
O 0.56554 2.37994 -1.27804 -0.1 -0.1 0.0 -0.75
H 4.89215 1.23207 2.44000 0.0 0.0 0.0 0.27
H 3.04243 -0.10084 1.36258 0.0 0.0 0.0 0.21
H 3.66123 4.60878 0.15738 0.0 0.0 0.0 0.28
C -1.73353 -3.37734 1.01842 0.0 0.0 0.0 -0.64
C -2.56521 -2.41710 1.81985 0.0 0.0 0.0 -0.04
C -2.92483 -2.67391 3.13097 0.0 0.0 0.0 -0.22
C -3.73082 -1.78387 3.83191 0.0 0.0 0.0 -0.05
Cl -4.18128 -2.14542 5.46909 0.0 0.0 0.0 0.01
C -4.18821 -0.62902 3.23460 0.0 0.0 0.0 -0.21
C -3.83156 -0.34991 1.91862 0.0 0.0 0.0 -0.28
C -3.01953 -1.23213 1.22696 0.0 0.0 0.0 0.29
O -2.58917 -1.03637 -0.05786 0.0 0.0 0.0 -0.50
C -3.04653 0.09773 -0.76317 0.0 0.0 0.0 -0.17
C -2.13302 0.24093 -1.96712 0.1 -0.1 0.0 0.81
O -2.53580 0.31402 -3.10142 0.0 0.1 0.0 -0.59
O -0.85140 0.23829 -1.65945 0.0 0.0 0.1 -0.73
H -1.34451 -4.17379 1.65148 0.0 0.0 0.0 0.22
H -0.90069 -2.86625 0.53299 0.0 0.0 0.0 0.23
H -2.33615 -3.82651 0.22499 0.0 0.0 0.0 0.22
H -2.58091 -3.57929 3.61590 0.0 0.0 0.0 0.23
H -4.81921 0.05488 3.78440 0.0 0.0 0.0 0.24
H -4.20329 0.55401 1.45745 0.0 0.0 0.0 0.22
H -4.07568 -0.03030 -1.10274 0.0 0.0 0.0 0.21
H -2.96531 1.00690 -0.15972 0.0 0.0 0.0 0.20
S 2.33129 0.17209 -2.62551 0.0 0.0 -0.1 -0.11
C 1.24071 0.76980 -3.85187 0.1 -0.1 0.0 0.39
N 0.43952 -0.00314 -4.54825 -0.1 0.0 0.0 -0.56
C -0.38781 0.78583 -5.46611 0.0 0.0 0.0 -0.24
C -0.04065 2.23295 -5.06174 0.0 0.0 0.0 -0.23
N 1.14289 2.04121 -4.21437 -0.1 0.1 0.0 -0.55
H 0.23373 -0.96963 -4.25846 0.0 0.0 0.0 0.46
H -1.43858 0.55611 -5.30971 0.0 0.0 0.0 0.25
H -0.10913 0.56769 -6.49702 0.0 0.0 0.0 0.21
H -0.83594 2.69886 -4.47835 0.0 0.0 0.0 0.22
H 0.19325 2.86194 -5.91667 0.0 0.0 0.0 0.22
H 1.51389 2.79275 -3.64516 0.0 0.0 0.0 0.45
N -0.34740 -2.51509 -3.25412 0.0 0.0 0.0 -0.68
N 0.46602 -2.58582 -2.07782 0.0 0.0 -0.1 -0.66
H -0.48120 -3.42561 -3.68394 0.0 0.0 0.0 0.35
H -1.25861 -2.16729 -2.97554 0.0 0.0 0.0 0.36
H 1.43556 -2.60157 -2.36966 0.0 0.0 0.0 0.36
H 0.27758 -3.42791 -1.54322 0.0 0.0 0.0 0.35
```
Forces are in eV/Å.

Summary:
* net charge: 0
* frontier orbital gap: 5.98 eV
* ΔE to the lowest compared entry with this formula, charge and spin: 0.6504 eV
* 2S+1: 1
* E_HOMO: -7.8 eV



Number 1: maximum force 7.15 eV Å⁻¹. Number 2: maximum force 3.43 eV Å⁻¹. Number 3: maximum force 4.33 eV Å⁻¹. Number 4: maximum force 0.17 eV Å⁻¹.